Density functional theory data (ωB97M-V/def2-TZVPD) for a cluster of 3 separate species, C4H13NO3 in total.

## Properties
total energy = -11990.9816 eV
energy relative to the best compared isomer or geometry (same formula, charge and spin) = 143.74 kJ/mol
SMILES = CC(=O)N(C)C.O.O
E_LUMO = 0.0202 Eh
strongest force on any atom = 2.0 eV Å⁻¹

The geometry in XYZ format:
```
21
Properties=species:S:1:pos:R:3:forces:R:3
O -0.54698 -0.21100 2.54856 0.4 -0.1 0.3
O 0.86199 -0.85532 0.29857 0.2 -0.1 -0.3
O -1.66646 -3.61134 3.00863 1.3 1.5 -0.2
N 0.06554 0.44141 -1.36915 -0.9 -0.3 0.7
C -0.90844 -0.63500 -1.64561 1.2 0.1 -1.7
C 1.78215 1.34088 0.15445 -0.1 0.1 0.0
C 0.88602 0.20229 -0.32337 -0.1 1.2 0.7
C -0.08033 1.70012 -2.03770 -1.6 1.1 0.0
H -1.13464 -1.18001 -0.74665 0.1 -0.3 0.2
H 0.31389 -0.52224 2.86967 -0.4 0.1 0.1
H -0.36080 -1.23172 -2.40375 -0.8 -0.5 0.6
H 2.17840 1.90101 -0.69794 0.8 -0.5 0.3
H 2.43606 0.91557 0.91486 0.7 -0.1 -0.8
H 0.10140 1.66159 -3.10602 0.8 0.0 -0.1
H -0.32531 -0.11083 1.61439 -0.2 -0.2 0.0
H -1.83529 -0.31392 -2.12574 0.2 0.6 0.2
H -0.70206 -3.61020 2.89720 0.1 -1.4 0.0
H 0.36589 2.55015 -1.52460 0.8 -0.4 -0.2
H -1.12385 2.06708 -2.01724 -0.1 -0.7 0.2
H -1.63439 -2.63524 2.94945 -1.4 0.0 0.1
H 1.32722 2.13672 0.74201 -1.0 -0.1 -0.1
```
Positions in Å, forces in eV/Å.

Density functional theory data (ωB97M-V/def2-TZVPD) for a cluster of 14 separate species, C26H70BN14O21 in total.

## Properties
total energy = -92641.8608 eV
charge = -1
E_LUMO = 0.0514 Eh
strongest force on any atom = 8.1 eV Å⁻¹

The geometry in XYZ format:
```
132
Properties=species:S:1:pos:R:3:forces:R:3
O -2.85893 -0.42290 23.49496 0.4 -0.5 -0.6
O -4.21332 0.72980 18.23953 0.3 -0.2 -0.4
O -10.46191 2.62108 22.77920 -0.2 0.0 0.2
O -1.38306 4.29359 18.44375 -2.3 -1.7 -0.6
O -6.91614 1.33358 20.24577 1.0 1.5 -0.8
O -4.62552 -5.68156 19.95626 -0.7 0.4 -0.9
O 0.43329 4.65622 8.75873 -1.7 0.0 -0.6
O -11.22655 -0.12709 14.75475 -0.8 0.4 -0.5
O -7.93511 6.28634 12.79155 -2.4 -0.4 0.5
O -9.21385 7.53601 17.20139 -0.4 0.0 0.0
O -5.33293 2.56821 19.07923 -0.4 0.9 0.2
O -2.92708 4.54082 15.87100 -1.1 -2.9 4.6
O 3.30811 7.80005 14.81455 1.0 0.5 -0.1
O 4.72961 5.43297 21.37693 -0.4 0.6 0.7
O -3.07172 -4.24702 14.19650 -0.5 0.7 0.3
O -3.87290 7.62519 22.11030 1.4 -0.8 -1.1
O -5.32158 -0.92154 19.37353 0.3 4.3 -1.2
O -4.17625 2.85150 16.92451 1.3 1.6 0.0
O 1.82634 -1.70627 19.00211 1.4 -0.3 -1.9
O 1.27709 0.89693 24.59729 0.7 1.0 -0.5
O -2.91099 2.66272 18.83844 0.5 -0.1 1.1
N -5.33700 7.88930 23.62872 -2.7 2.8 3.2
N 0.15441 -0.17484 18.73586 -0.9 2.4 -2.7
N -4.78554 -3.37667 15.45296 -2.1 -0.1 0.7
N 3.43130 4.33943 19.96987 -0.7 -3.3 -2.0
N 2.11149 5.91017 14.85435 0.1 -3.9 -0.5
N 1.18412 7.71756 15.45769 -4.6 2.0 2.0
N -4.80944 -0.48152 24.60865 -4.0 -2.1 -1.2
N -6.12985 7.51726 12.76129 1.1 5.1 -0.6
N -3.12465 0.45070 25.47559 4.6 4.1 5.2
N -3.01923 -2.23710 15.17687 3.8 4.0 0.3
N 2.72310 6.22513 20.64538 -2.3 3.4 1.1
N 0.32635 -1.39767 20.52185 -1.4 -0.7 3.4
N -4.86936 5.82052 23.06556 0.0 -3.6 -0.3
N -5.92490 5.42623 13.13102 2.3 -4.7 1.1
C -5.93687 1.50947 19.54369 -1.1 -2.0 1.0
C -11.00928 2.06634 15.81233 -0.3 -0.6 -0.8
C -5.59007 -6.82038 21.85629 -3.0 -1.8 -0.3
C 0.65077 2.97186 23.44292 0.3 -0.1 1.4
C -5.16063 0.28521 19.05580 0.4 -4.0 0.6
C 0.83929 -1.10213 19.34203 1.0 -1.7 1.5
C -1.54298 6.20078 8.94708 0.3 -1.0 0.3
C 2.28295 7.19698 15.06068 3.6 0.9 -1.6
C -1.07458 4.27660 10.55337 0.0 1.1 0.1
C -4.64257 7.09552 22.89254 1.6 1.0 -2.1
C -9.11133 0.44602 15.52656 0.6 0.2 0.1
C -4.45515 -6.19830 21.21327 3.1 -1.1 1.5
C 2.95848 2.61926 24.76913 -0.9 -0.5 -0.4
C 3.66634 5.34328 20.76695 3.6 -0.4 0.4
C 1.86580 2.03486 23.85979 -1.6 0.0 -0.1
C -9.36298 6.86460 19.57538 0.6 0.4 -0.7
C -3.97329 -5.16374 22.18750 -0.1 0.8 -0.7
C -8.50348 6.97923 18.27860 1.0 -0.1 2.0
C -2.39276 3.63492 18.15462 3.3 2.5 0.7
C -3.59535 -3.34596 14.86669 -0.2 -4.2 -1.6
C -3.17972 3.81609 16.88638 -1.0 0.5 -5.1
C -10.38393 0.98301 14.92703 1.4 0.9 1.6
C -0.99241 4.75735 9.09853 0.8 -0.4 1.6
C -6.74462 6.38718 12.92721 -1.4 0.4 -0.9
C -7.14698 7.76898 18.53129 -2.1 -1.0 -1.3
C -3.54088 -0.19338 24.48199 -0.9 -1.4 -3.5
B -4.14151 2.19767 18.25132 -1.1 -0.4 -0.4
H -8.29681 1.15599 15.38298 0.2 0.0 0.1
H -0.46961 0.41076 19.27230 0.0 0.0 -0.6
H -0.01306 3.08180 24.30044 0.0 -0.3 0.4
H -3.46958 -1.44666 15.61562 0.3 -0.3 -0.1
H -2.02790 -2.19517 14.98819 -0.3 0.3 0.0
H 2.46697 2.91857 25.69483 0.1 0.5 0.0
H -2.05036 4.55068 10.95440 -0.1 -0.3 0.1
H 0.65488 0.49292 23.98800 -0.1 -0.2 0.0
H 0.62763 -2.26961 20.93301 0.0 0.4 0.0
H -2.18834 0.79583 25.31964 0.0 0.1 0.6
H -6.10335 7.56728 24.20240 0.3 0.5 0.1
H -6.44545 -6.15214 21.75685 -0.2 0.2 0.5
H -2.26842 6.30079 9.75445 -0.4 0.3 -0.4
H -0.33426 4.85307 11.10808 0.1 -0.1 0.3
H 0.02166 2.51761 22.67743 0.3 -0.1 -0.2
H -8.89120 -0.46224 14.96558 0.5 -0.1 0.2
H -11.96330 2.24489 15.31628 -0.3 0.4 0.6
H -4.82155 -2.61394 16.11405 -1.4 -0.8 0.3
H -5.57119 5.47357 23.70365 0.3 0.1 -0.3
H -3.35541 -4.45544 21.63555 0.5 0.0 0.5
H 2.46942 4.23555 19.67986 0.5 -0.8 -0.3
H 0.45405 7.02055 15.49337 -0.7 1.2 0.3
H -10.16414 6.13979 19.43082 -0.2 0.2 0.1
H 0.83143 4.02175 23.21230 0.7 -0.2 -0.5
H -10.67352 -0.75389 14.28267 -0.3 -0.3 -0.1
H -9.72633 7.83865 19.90294 -0.4 0.1 -0.3
H -6.89096 8.09500 17.52320 0.5 0.1 0.1
H -8.24099 5.94707 18.04658 0.1 -0.1 -0.2
H 2.22497 1.65172 22.90465 0.6 -0.1 0.1
H 2.02065 6.11325 19.92834 0.1 0.6 0.4
H -8.74555 6.53283 20.41014 0.2 -0.3 -0.2
H -3.48874 -5.66117 23.02766 0.0 0.5 0.1
H -10.42777 2.98825 15.80773 0.1 -0.1 -0.2
H 1.30954 5.47700 15.28948 0.5 -0.5 -0.4
H -0.54044 -0.99039 20.84262 0.1 -0.4 0.0
H -5.20655 -1.00055 23.83858 -0.2 0.1 0.2
H -4.89248 -4.63620 22.44222 0.2 0.4 0.8
H -5.16430 7.69912 12.99523 -0.4 -0.1 0.2
H -9.59819 3.01058 22.91523 0.2 0.0 0.0
H 0.33262 4.44262 7.82822 0.9 0.0 -0.3
H -0.89899 3.20983 10.69228 0.1 0.1 -0.2
H -1.54697 3.95846 8.60625 -0.1 0.5 -1.0
H -3.56073 0.66127 26.36193 -0.1 -0.3 -0.5
H 4.15404 3.64629 19.83834 -0.5 0.0 0.1
H -6.41186 7.04263 18.87785 0.1 0.6 0.5
H -10.48840 2.41648 21.84450 0.0 -0.1 -0.3
H -4.98417 8.83540 23.60614 -0.7 -0.1 0.3
H -5.94128 -7.72544 21.36069 0.1 -0.2 -0.4
H -0.75582 6.92880 9.14325 0.1 -0.2 0.0
H -8.87679 7.06060 16.43851 -0.2 0.2 -0.4
H -4.43653 5.18387 22.41178 -0.2 0.0 0.2
H 2.81560 5.35419 14.39043 -0.2 0.2 0.4
H -1.97568 6.42014 7.97099 -0.1 -0.1 0.1
H 3.50485 3.42067 24.27181 -0.1 0.1 0.2
H -5.05033 -4.84071 20.14094 -0.2 0.5 -0.7
H -3.65942 -6.94273 21.18601 0.2 -0.2 -0.6
H -6.36029 4.56263 13.42211 0.7 -0.1 -0.3
H -9.18826 0.22959 16.59208 -0.1 -0.2 0.0
H -6.77839 8.29072 12.79651 0.5 0.2 -0.3
H -5.49604 -4.08150 15.31688 0.4 0.3 0.2
H -10.03990 1.49416 14.02788 -0.7 -0.2 -0.8
H -11.09980 1.76291 16.85533 -0.3 -0.2 -0.1
H -4.93655 5.52173 12.94626 -0.3 -0.4 0.4
H 2.81393 7.04767 21.22441 -0.5 0.0 -0.4
H -5.43530 -7.14909 22.88395 0.2 0.5 0.1
H 3.65483 1.83886 25.07603 0.0 -0.1 -0.3
H -7.40162 8.65800 19.10827 0.6 -0.2 0.4
H 1.01607 8.70338 15.59912 0.2 -0.5 0.0
H 0.46061 0.05344 17.80086 -0.3 0.4 0.3
H -5.41896 -0.19991 25.36316 0.4 -0.1 -0.3
```
Positions in Å, forces in eV/Å.

Density functional theory data (ωB97M-V/def2-TZVPD) for a structure of composition C25H44AlNO7P3.

## Properties
total energy = -76921.5661 eV
energy relative to the best compared isomer or geometry (same formula, charge and spin) = 470.23 kJ/mol
charge = -1
E_LUMO = 0.0829 Eh
strongest force on any atom = 3.9 eV Å⁻¹

The geometry in XYZ format:
```
81
Properties=species:S:1:pos:R:3:forces:R:3
P -1.51777 -1.44989 4.02433 0.6 0.0 0.6
P -2.08108 -3.74487 1.02825 -0.7 -0.7 -1.8
P -1.24714 1.62533 -0.92746 -0.3 0.7 -0.1
Al -0.37464 -0.43978 -0.15487 -0.1 -0.4 -0.4
O -1.87149 -1.51789 -0.25030 0.9 0.2 1.7
O 1.41878 4.06068 -4.05199 0.0 0.0 -0.1
O 1.49905 1.67015 -5.50334 -0.1 0.2 0.0
O -0.28530 1.50410 3.78210 1.2 0.8 -0.5
O -3.40692 -4.52526 1.81753 1.0 0.9 0.2
O -0.15094 -0.68040 1.65773 -1.2 -1.4 -0.8
O 1.94574 1.88474 4.07391 -2.0 0.1 -0.1
N -0.65728 -4.24048 1.93809 -0.8 -0.4 0.1
C -3.00640 -2.60389 4.35877 -0.4 -0.5 0.2
C 0.11536 -2.34985 4.43960 0.6 0.7 0.1
C 0.14876 2.90483 -1.07968 -0.5 1.2 -0.5
C 1.18331 -0.71064 -1.43318 0.3 -0.6 -0.1
C -1.48038 -0.95545 2.15852 0.0 2.1 -0.3
C -2.09850 0.54587 2.26647 -0.8 -0.5 1.2
C 1.56841 2.92587 -6.16656 -0.1 -0.3 0.4
C 3.91232 -1.11485 -2.59272 2.1 -0.9 1.7
C 1.81897 -2.18933 -1.42355 1.5 1.0 -0.5
C 0.83114 2.32318 3.83259 1.7 0.3 0.2
C -4.99809 -1.08286 0.83773 0.7 -0.1 -1.2
C -0.57069 4.32025 -1.40215 0.2 -0.5 0.0
C -3.11393 0.39409 -2.68449 -0.2 0.2 -0.7
C 5.79952 -2.28529 -0.60567 -1.7 1.1 -1.7
C 5.35682 -0.79671 -2.73472 -1.8 -2.1 2.8
C 4.32954 -2.60680 -0.46757 1.2 2.2 -2.8
C 0.83797 3.98151 -5.35413 0.4 0.1 0.0
C -2.60983 -4.05353 4.86289 -0.3 0.1 0.4
C -3.86841 -1.55249 0.94656 0.5 0.9 1.1
C 6.28461 -1.38416 -1.70360 -2.1 -0.5 0.0
C -1.78927 1.27779 -2.73536 0.5 -0.9 0.4
C 0.72148 3.89596 3.62264 -0.6 -0.7 0.2
C -2.31015 -1.83406 1.09596 -1.2 0.4 -1.1
C 3.40736 -1.98993 -1.46277 1.2 -0.1 -0.4
C -1.03744 1.66831 2.54742 -1.1 1.4 -0.6
H -3.81875 0.71155 -1.84792 1.0 -0.4 -1.0
H -2.89398 -0.71399 -2.58178 -0.1 1.4 0.1
H -1.82282 -4.57347 4.25146 -0.8 0.7 0.5
H -1.62808 2.64332 2.66165 0.6 -1.2 -0.3
H -0.87974 -5.15026 2.36309 0.1 0.5 0.0
H -1.92331 2.26150 -3.28356 0.1 -1.2 0.6
H 1.58123 4.42879 4.13060 -1.0 -1.0 -0.5
H -0.25670 4.21781 4.08153 0.9 0.0 -0.8
H -3.75781 -2.59706 3.50672 1.1 -0.2 0.9
H 7.37312 -1.11627 -1.78919 -1.2 -0.5 0.3
H 6.52795 -2.71684 0.14264 -0.9 0.7 -1.1
H -3.51525 -4.73021 4.91184 0.9 0.8 -0.1
H 1.54190 -2.74180 -2.37514 0.1 0.6 1.2
H 2.62883 3.18682 -6.26999 0.0 0.3 -0.2
H -2.80650 0.50714 3.16294 0.7 0.4 -1.1
H -0.96988 0.63987 -3.20907 -1.0 1.1 0.1
H -0.54607 4.50434 -2.51890 0.0 0.0 1.3
H -5.86950 -0.57432 0.34732 1.3 -1.0 1.1
H 1.12840 2.81874 -7.15993 0.0 0.0 0.0
H -3.65074 0.51938 -3.68192 0.5 -0.2 1.2
H -0.20918 3.70409 -5.22060 0.1 0.0 0.1
H 2.29760 4.45008 -4.15001 -0.1 -0.1 0.1
H 0.86202 2.68948 -1.93090 -0.5 0.1 1.1
H 1.49001 -2.80140 -0.53455 0.5 0.6 -0.9
H -0.05177 5.16340 -0.85859 -0.5 -0.7 -0.7
H -2.73513 0.83702 1.38501 1.0 -0.2 0.7
H 0.71103 3.03002 -0.10054 -0.6 -0.5 -1.2
H 3.91659 -3.27433 0.34057 0.6 0.9 -1.0
H 0.73564 -1.55467 4.97405 -0.9 -0.9 -0.7
H 0.89059 4.96413 -5.83327 -0.1 0.0 -0.2
H -4.22383 -4.23853 1.36597 0.6 -0.1 0.1
H 3.17727 -0.68227 -3.33220 0.9 -0.6 1.1
H 1.57090 1.86356 -4.55519 0.0 -0.1 -0.1
H -2.20633 -3.93975 5.91870 -0.4 -0.3 -1.2
H -3.55403 -2.10757 5.22833 0.7 -0.5 -1.1
H 5.68258 -0.11781 -3.56510 -0.1 -0.9 1.0
H 0.79787 4.12208 2.52064 -0.4 -0.2 1.1
H -0.02034 -3.18409 5.18362 0.1 0.6 -1.0
H 0.70537 -2.62684 3.52146 -0.8 -0.1 1.0
H 0.06331 -4.44385 1.22956 -0.6 0.2 0.4
H 0.93285 -0.43088 -2.51192 0.1 -0.3 1.4
H -0.30657 1.85810 1.70930 -0.9 -0.6 0.7
H 1.97758 0.05104 -1.12267 -0.9 -1.0 -0.3
H -1.64982 4.26969 -1.06103 1.2 0.1 -0.3
```
Positions in Å, forces in eV/Å.

Question: Look up the strongest force on any atom of the second one.
Answer: 8.1 eV Å⁻¹

Question: Which of these has the highest E_LUMO?
Answer: C25H44AlNO7P3